Model a:
{"formula": "C25H20N7O8S2Ti", "method": "the ωB97M-V functional and the def2-TZVPD basis", "multiplicity": 3, "gap_ev": [4.7867, 6.6362], "s_squared": 2.04, "charge": -1, "homo_energy_ev": [-3.139, -5.024], "symbols": ["Ti", "C", "S", "C", "S", "N", "N", "C", "C", "C", "C", "C", "C", "N", "H", "H", "H", "H", "H", "H", "H", "H", "O", "C", "C", "C", "C", "C", "C", "C", "O", "N", "O", "O", "H", "H", "H", "H", "O", "C", "C", "C", "C", "C", "C", "C", "O", "N", "O", "O", "H", "H", "H", "H", "N", "C", "C", "C", "N", "H", "H", "H", "H"], "coordinates": [[-0.00980, -0.02582, 0.71261], [-1.38511, -5.56213, 3.20011], [0.15852, -4.65701, 2.99115], [-0.40319, -2.96114, 2.79840], [-1.92022, -2.57651, 2.24125], [0.60153, -2.17105, 3.13312], [0.55423, -0.88811, 2.71341], [1.26529, -0.08286, 3.43124], [1.47518, 1.27698, 3.02448], [2.14007, 2.18869, 3.84948], [2.27720, 3.49435, 3.42520], [1.74063, 3.86745, 2.19912], [1.10874, 2.90394, 1.43293], [0.99103, 1.63754, 1.82071], [-1.14053, -6.62151, 3.12462], [-2.08474, -5.28624, 2.41608], [-1.82442, -5.35614, 4.17435], [1.69613, -0.43789, 4.36291], [2.52405, 1.86294, 4.80607], [2.78901, 4.21959, 4.04465], [1.81306, 4.88236, 1.83558], [0.67716, 3.13503, 0.46873], [1.62914, -1.20012, 0.29845], [1.70470, -2.30728, -0.25444], [0.71214, -2.89137, -1.08278], [1.03968, -4.02964, -1.82934], [0.12101, -4.56109, -2.70031], [-1.16187, -3.98469, -2.83889], [-1.51001, -2.89683, -2.10206], [-0.59331, -2.30108, -1.17756], [-0.95859, -1.32264, -0.46035], [0.47070, -5.71067, -3.48921], [-0.36051, -6.15530, -4.26761], [1.58738, -6.19200, -3.35695], [2.62569, -2.88959, -0.11215], [2.01466, -4.48640, -1.73244], [-1.85660, -4.43337, -3.53330], [-2.49290, -2.45254, -2.17719], [-1.57910, 0.69977, 1.57110], [-2.48434, 1.49853, 1.10498], [-2.48608, 2.08777, -0.17447], [-3.59121, 2.86486, -0.58078], [-3.65116, 3.41200, -1.84880], [-2.62913, 3.22465, -2.78151], [-1.52306, 2.49254, -2.39176], [-1.39731, 1.93194, -1.10989], [-0.28334, 1.32450, -0.77878], [-4.80688, 4.19375, -2.22156], [-5.65537, 4.43118, -1.37328], [-4.89260, 4.59643, -3.37405], [-3.33002, 1.71183, 1.76323], [-4.41191, 3.02620, 0.10304], [-2.71360, 3.64664, -3.77011], [-0.71217, 2.32400, -3.09219], [2.18187, 2.23571, -1.58092], [3.09221, 3.13174, -2.00736], [4.29152, 2.77410, -1.43043], [3.98463, 1.63567, -0.66159], [2.70138, 1.32884, -0.76134], [1.17988, 2.15850, -1.73598], [2.82675, 3.93576, -2.67230], [5.24230, 3.26410, -1.54821], [4.63162, 1.04119, -0.03708]], "lowdin_spin": [0.990, 0.000, 0.000, 0.002, 0.009, -0.001, 0.002, 0.016, 0.008, 0.001, 0.007, 0.002, 0.006, 0.007, 0.000, 0.000, 0.000, 0.001, 0.000, 0.000, 0.000, 0.001, 0.009, 0.017, 0.003, 0.002, 0.001, 0.006, -0.001, 0.008, 0.004, 0.000, 0.000, 0.001, 0.001, 0.000, 0.000, 0.000, 0.148, 0.315, 0.038, 0.118, 0.005, 0.125, 0.005, 0.081, 0.060, -0.006, -0.013, -0.007, 0.017, 0.004, 0.008, -0.003, 0.000, 0.000, 0.000, 0.000, 0.003, 0.000, 0.000, 0.000, 0.000]}

=====

Model b:
{"formula": "C25H20N7O8S2Ti", "method": "the ωB97M-V functional and the def2-TZVPD basis", "multiplicity": 3, "gap_ev": [4.2938, 6.8122], "s_squared": 2.05, "charge": -1, "homo_energy_ev": [-2.878, -5.253], "symbols": ["Ti", "C", "S", "C", "S", "N", "N", "C", "C", "C", "C", "C", "C", "N", "H", "H", "H", "H", "H", "H", "H", "H", "O", "C", "C", "C", "C", "C", "C", "C", "O", "N", "O", "O", "H", "H", "H", "H", "O", "C", "C", "C", "C", "C", "C", "C", "O", "N", "O", "O", "H", "H", "H", "H", "N", "C", "C", "C", "N", "H", "H", "H", "H"], "coordinates": [[-0.02676, 0.57979, -0.18645], [-0.80712, 5.22901, 1.48043], [0.45097, 4.86102, 2.71712], [0.50845, 3.09574, 2.69515], [1.81458, 2.43222, 3.59844], [-0.42155, 2.52959, 1.98288], [-0.38294, 1.14404, 1.87053], [-0.43990, 0.43941, 2.93359], [-0.45302, -1.03071, 2.87246], [-0.66376, -1.76422, 4.03853], [-0.70336, -3.14654, 3.94590], [-0.54160, -3.73639, 2.70399], [-0.33399, -2.91775, 1.59804], [-0.28137, -1.59973, 1.67960], [-0.79250, 6.31117, 1.35027], [-0.56465, 4.73584, 0.54129], [-1.79749, 4.91260, 1.79866], [-0.51228, 0.92247, 3.90474], [-0.78532, -1.25786, 4.98597], [-0.85753, -3.75187, 4.83008], [-0.56007, -4.81060, 2.58360], [-0.18285, -3.33833, 0.61031], [-1.08337, 2.04629, -0.85295], [-2.15767, 2.07064, -1.53846], [-2.92112, 0.91791, -1.83559], [-4.02204, 0.99659, -2.70700], [-4.71721, -0.14426, -3.02515], [-4.38053, -1.40304, -2.51552], [-3.31515, -1.49113, -1.64637], [-2.58320, -0.35073, -1.27640], [-1.61911, -0.45775, -0.40261], [-5.85654, -0.03693, -3.94616], [-6.15911, 1.06688, -4.36378], [-6.47010, -1.05540, -4.21432], [-2.46709, 3.04196, -1.92995], [-4.31519, 1.94453, -3.13502], [-4.95324, -2.27144, -2.80045], [-3.02645, -2.44192, -1.21900], [0.52192, -0.12865, -1.90535], [1.27784, -1.17284, -2.11595], [2.10278, -1.77053, -1.13898], [2.80228, -2.95916, -1.43608], [3.59471, -3.55428, -0.47408], [3.75553, -3.02770, 0.80313], [3.08530, -1.85144, 1.10882], [2.27443, -1.20848, 0.17105], [1.67380, -0.08886, 0.49532], [4.29039, -4.79797, -0.81380], [4.18616, -5.22867, -1.95040], [4.95047, -5.34422, 0.05555], [1.25260, -1.59441, -3.12211], [2.71300, -3.41121, -2.41261], [4.38583, -3.52778, 1.52064], [3.18144, -1.39180, 2.08359], [2.38040, 2.75694, 0.21918], [3.16084, 3.68061, -0.35505], [2.79564, 3.75623, -1.68337], [1.76307, 2.81851, -1.81470], [1.52134, 2.23003, -0.65381], [2.40482, 2.42335, 1.19185], [3.90301, 4.20208, 0.22148], [3.21825, 4.38773, -2.44293], [1.18535, 2.53142, -2.67776]], "lowdin_spin": [0.689, 0.000, 0.002, 0.005, 0.002, 0.006, 0.006, 0.000, 0.000, 0.000, 0.000, 0.001, 0.001, 0.006, 0.000, 0.000, 0.000, 0.000, 0.000, 0.000, 0.000, 0.000, 0.014, 0.161, 0.016, 0.036, -0.001, 0.048, -0.009, 0.042, 0.001, -0.002, -0.003, -0.004, 0.008, 0.001, 0.003, -0.001, 0.198, 0.334, 0.039, 0.134, 0.010, 0.119, 0.009, 0.071, 0.039, -0.004, -0.014, -0.002, 0.019, 0.005, 0.008, -0.002, 0.002, 0.000, 0.000, 0.001, 0.004, 0.000, 0.000, 0.000, 0.000]}

=====

Short version: model a is the most stable of them.

=====

Model a:
{"formula": "C3H4N4O4", "method": "the ωB97M-V functional and the def2-TZVPD basis", "multiplicity": 1, "gap_ev": 9.4612, "smiles": "O=[N+]([O-])/N=C/[C@@H]1CN=[N+]([O-])O1", "homo_energy_ev": -10.410, "symbols": ["C", "C", "C", "N", "N", "N", "N", "O", "O", "O", "O", "H", "H", "H", "H"], "coordinates": [[-1.13524, -0.25112, 0.51590], [0.12596, -0.94370, 0.46816], [-1.34578, 0.34269, -0.95650], [1.18697, -0.39190, 0.03106], [-0.61124, 1.49752, -0.88222], [2.47686, -1.00243, 0.01612], [-0.48655, 2.00147, 0.21249], [3.42829, -0.32224, 0.25697], [2.48446, -2.18721, -0.23232], [0.00297, 2.98517, 0.62733], [-0.95076, 0.96358, 1.23976], [-1.87578, -0.96163, 0.81694], [0.09633, -1.97268, 0.87677], [-0.94990, -0.38029, -1.66841], [-2.44659, 0.62275, -1.32205]], "mulliken_charge": [0.027, -0.029, -0.488, -0.213, -0.509, 0.785, 1.152, -0.532, -0.546, -0.624, -0.453, 0.422, 0.437, 0.282, 0.290]}

=====

Model b:
{"formula": "C3H4N4O4", "method": "the ωB97M-V functional and the def2-TZVPD basis", "multiplicity": 1, "gap_ev": [8.9576, 8.9570], "smiles": "N#C/C(N)=[N+](/[O-])O.O=C=NO", "homo_energy_ev": [-9.011, -9.010], "symbols": ["C", "C", "C", "N", "N", "N", "N", "O", "O", "O", "O", "H", "H", "H", "H"], "coordinates": [[1.63099, -1.08728, 0.37724], [-0.20684, 1.32395, 1.36136], [0.21144, -1.04052, 0.17881], [2.73601, -1.21771, 0.70964], [-0.77339, -1.55223, 0.94757], [-0.38619, 2.07031, 0.44290], [-0.09801, -0.46396, -0.95489], [0.98045, -0.10299, -1.74566], [-0.20913, 0.87285, 2.44450], [-1.26830, -0.27483, -1.42523], [-0.10470, 2.24671, -0.84720], [-0.52394, -1.43111, 1.89417], [-1.71760, -1.34851, 0.59131], [0.61892, -0.35408, -2.59565], [-0.88970, 2.35939, -1.37887]], "mulliken_charge": [0.322, 0.615, 0.117, -0.443, -0.467, -0.147, 0.609, -0.399, -0.473, -0.761, -0.293, 0.293, 0.283, 0.387, 0.356]}

=====

Short version: model b is the most stable of them.